Entry 1:
10 unconnected molecules or ions with the total composition C30H85N5O10 in a non-equilibrium geometry. Source: OMol25; level of theory: wB97M-V/def2-TZVPD.

Values from the calculation:
SMILES = COC[C@H](C)N.COC[C@H](C)N.COC[C@H](C)N.COC[C@H](C)N.COC[C@H](C)N.CCO.CCO.CCO.CCO.CCO

Last column: Mulliken charge in e.
Positions of all 130 atoms, in Å:
C -2.683 1.209 -3.942  -0.23
O -1.809 1.217 -5.165  -0.26
C -2.042 2.260 -6.066  -0.84
C -0.894 2.334 -7.136  0.89
C 0.509 2.571 -6.511  -1.41
N -1.074 3.364 -8.143  -0.66
H -3.737 1.038 -4.162  0.41
H -2.477 2.144 -3.420  0.34
H -2.317 0.413 -3.294  -0.40
H -2.987 2.333 -6.604  0.21
H -1.974 3.120 -5.400  0.34
H -0.689 1.342 -7.537  0.00
H 1.345 2.185 -7.094  0.35
H 0.647 2.453 -5.436  0.19
H 0.831 3.597 -6.689  0.51
H -0.756 4.280 -7.859  0.25
H -2.047 3.386 -8.412  0.24
C 3.561 -1.730 -5.181  -0.56
O 2.654 -0.647 -5.434  -0.42
C 1.462 -0.720 -4.631  0.06
C 0.546 -1.994 -4.859  0.47
C 0.260 -2.149 -6.385  -1.09
N -0.713 -1.806 -4.226  -0.72
H 4.530 -1.628 -5.670  0.33
H 3.233 -2.705 -5.542  0.31
H 3.759 -1.887 -4.121  0.05
H 1.569 -0.446 -3.581  0.17
H 0.891 0.175 -4.877  -0.06
H 1.126 -2.811 -4.429  0.39
H 1.116 -2.116 -7.059  0.33
H -0.350 -1.279 -6.629  0.04
H -0.319 -3.040 -6.627  0.35
H -1.139 -1.048 -4.739  0.35
H -0.397 -1.235 -3.454  0.09
C -4.717 -0.690 -1.996  -0.73
O -4.294 -0.748 -0.686  -0.28
C -4.470 -2.060 -0.031  -0.88
C -3.611 -1.930 1.292  1.27
C -3.657 -3.281 2.076  -1.58
N -4.227 -0.961 2.317  -0.75
H -4.894 0.338 -2.312  0.18
H -5.639 -1.269 -2.040  0.34
H -3.982 -1.185 -2.631  0.32
H -5.533 -2.300 -0.014  0.46
H -3.966 -2.897 -0.514  0.39
H -2.576 -1.712 1.027  -0.55
H -3.230 -4.071 1.458  0.43
H -4.696 -3.609 2.123  0.39
H -3.133 -3.196 3.028  0.33
H -3.590 -0.838 3.091  0.35
H -4.351 -0.107 1.792  0.40
C -2.971 0.888 7.761  -0.59
O -3.806 0.625 6.564  -0.36
C -3.454 1.396 5.465  -0.94
C -2.148 0.965 4.698  1.33
C -1.860 1.809 3.465  -1.39
N -2.094 -0.484 4.316  -0.21
H -3.220 1.852 8.206  0.32
H -1.896 0.853 7.585  0.18
H -3.340 0.176 8.498  0.25
H -4.196 1.275 4.676  0.41
H -3.449 2.473 5.632  0.41
H -1.325 1.007 5.412  -0.30
H -1.059 1.404 2.847  -0.09
H -1.677 2.838 3.776  0.37
H -2.786 1.759 2.894  0.45
H -1.242 -0.855 3.921  -0.25
H -2.224 -1.036 5.152  0.33
C 1.637 2.308 6.083  -0.44
O 1.991 0.926 6.027  -0.46
C 1.097 0.025 5.294  0.02
C 1.807 -1.322 4.943  0.47
C 3.122 -1.088 4.204  -1.58
N 0.974 -2.109 4.085  -0.50
H 0.632 2.471 6.472  0.19
H 1.776 2.819 5.130  0.06
H 2.340 2.836 6.728  0.31
H 0.236 -0.099 5.950  0.41
H 0.620 0.521 4.449  -0.23
H 2.044 -2.009 5.756  0.40
H 3.035 -0.784 3.161  0.22
H 3.677 -2.026 4.175  0.43
H 3.800 -0.316 4.568  0.41
H 1.553 -2.822 3.665  0.10
H 0.276 -2.609 4.616  0.29
C 2.224 -4.805 -1.240  -0.85
C 3.066 -5.076 -0.039  -0.27
O 3.220 -3.916 0.821  -0.42
H 1.193 -4.649 -0.924  0.29
H 2.358 -5.619 -1.953  0.42
H 2.506 -3.880 -1.742  0.04
H 4.080 -5.429 -0.228  0.31
H 2.625 -5.800 0.646  0.29
H 3.314 -4.268 1.709  0.19
C 3.709 -0.468 -1.319  -1.05
C 4.169 -0.405 0.198  0.45
O 4.921 -1.513 0.635  -0.64
H 4.436 -1.015 -1.920  0.38
H 3.786 0.534 -1.741  0.48
H 2.667 -0.759 -1.447  0.07
H 3.341 -0.372 0.907  -0.44
H 4.835 0.430 0.416  0.36
H 4.344 -2.277 0.706  0.37
C -0.309 2.879 -0.672  -0.05
C -0.459 4.293 -0.211  -0.66
O -0.272 5.193 -1.279  -0.52
H -0.294 2.234 0.207  -0.20
H 0.465 2.710 -1.421  0.37
H -1.249 2.715 -1.198  0.15
H 0.241 4.480 0.603  0.21
H -1.409 4.441 0.302  0.40
H -0.830 5.941 -1.056  0.34
C 0.500 -1.814 0.618  -0.74
C 0.200 -0.414 0.066  -0.21
O -0.191 -0.221 -1.302  0.11
H -0.393 -2.435 0.689  0.59
H 0.890 -1.723 1.632  -0.17
H 1.096 -2.486 0.001  -0.11
H 1.141 0.136 0.109  0.19
H -0.520 0.073 0.723  0.35
H -1.134 -0.063 -1.386  -0.08
C 2.219 2.454 2.254  -0.30
C 3.009 3.326 1.205  -0.44
O 4.084 4.102 1.817  -0.57
H 1.804 1.583 1.747  -0.35
H 1.471 3.104 2.708  0.52
H 2.905 2.056 3.001  0.37
H 2.266 3.974 0.739  0.24
H 3.325 2.560 0.497  0.13
H 3.715 4.856 2.282  0.32


Entry 2:
A single C19H20N2O4 molecule in a non-equilibrium geometry. Source: OMol25; level of theory: wB97M-V/def2-TZVPD.

Values from the calculation:
SMILES = COc1ccc(NC(=O)O/N=C2/CCCc3ccc(OC)cc32)cc1

Last column: Mulliken charge in e.
Positions of all 45 atoms, in Å:
C 5.281 0.849 -0.072  -0.85
O 4.544 -0.328 0.148  -0.45
C 3.274 -0.220 0.630  0.77
C 2.629 0.976 0.918  -0.57
C 1.329 0.962 1.391  -0.59
C 0.654 -0.234 1.592  0.28
N -0.682 -0.176 2.012  -0.15
C -1.588 -1.193 2.004  0.41
O -1.344 -2.367 2.095  -0.58
O -2.888 -0.802 1.946  -0.16
N -3.263 0.452 1.435  -0.88
C -2.841 0.837 0.296  0.50
C -3.230 2.229 -0.095  -1.05
C -1.936 3.045 -0.139  -0.65
C -0.999 2.494 -1.211  -1.29
C -0.928 0.991 -1.243  0.85
C 0.080 0.365 -1.968  -0.97
C 0.154 -1.006 -2.059  -0.84
C -0.819 -1.809 -1.456  0.35
O -0.677 -3.144 -1.612  -0.50
C -1.537 -4.002 -0.888  -0.72
C -1.841 -1.200 -0.742  -0.11
C -1.872 0.189 -0.596  0.75
C 1.305 -1.434 1.321  -0.48
C 2.596 -1.422 0.843  -0.66
H 6.251 0.524 -0.446  0.24
H 5.423 1.415 0.854  0.34
H 4.804 1.489 -0.821  0.33
H 3.119 1.926 0.774  0.43
H 0.835 1.900 1.604  0.37
H -1.058 0.759 2.101  0.27
H -3.695 2.220 -1.082  0.34
H -3.931 2.635 0.633  0.41
H -1.455 3.002 0.841  0.27
H -2.163 4.092 -0.347  0.40
H -1.354 2.824 -2.194  0.49
H 0.005 2.904 -1.079  0.37
H 0.826 0.972 -2.460  0.47
H 0.953 -1.487 -2.599  0.48
H -1.156 -5.007 -1.058  0.28
H -1.515 -3.777 0.182  0.25
H -2.565 -3.939 -1.258  0.31
H -2.629 -1.790 -0.303  0.60
H 0.794 -2.368 1.484  0.51
H 3.109 -2.344 0.623  0.45


Entry 3:
A gas-phase ion, C5H8N (charge +1) in a non-equilibrium geometry. Source: OMol25; level of theory: wB97M-V/def2-TZVPD.

Values from the calculation:
Charge = +1

Last column: Mulliken charge in e.
Positions of all 14 atoms, in Å:
C -1.894 -0.858 -1.385  0.10
C 0.770 -0.232 0.582  -0.20
C -0.061 -0.529 -0.371  0.04
C 2.106 -0.893 0.595  -1.16
C -1.859 1.315 -0.218  -0.53
N -1.454 0.014 -0.657  0.33
H 0.680 0.581 1.302  0.31
H 0.276 -1.185 -1.219  0.28
H 2.118 -1.724 -0.077  0.36
H 2.484 -1.190 1.565  0.36
H 2.742 0.022 0.318  0.29
H -1.016 1.603 0.452  0.16
H -2.858 1.068 0.240  0.34
H -2.034 2.009 -1.126  0.32


Entry 4:
4 unconnected molecules or ions with the total composition C2H13N3O3 in a non-equilibrium geometry. Source: OMol25; level of theory: wB97M-V/def2-TZVPD.

Values from the calculation:
SMILES = [H]/N=C(\N)NC.O.O.O

Last column: Mulliken charge in e.
Positions of all 21 atoms, in Å:
H 0.211 3.202 0.219  0.19
N 0.925 2.528 0.171  -0.68
C 1.343 1.956 -0.879  0.52
N 0.855 2.446 -2.120  -0.46
N 2.233 0.864 -0.881  -0.24
C 2.684 0.172 0.405  -0.85
H 1.564 2.424 -2.903  0.20
H 0.164 3.147 -1.976  0.20
H 2.719 0.598 -1.761  0.21
H 3.519 -0.404 0.315  0.39
H 2.709 0.928 1.242  0.26
H 1.972 -0.552 0.627  0.26
O -3.517 0.256 1.134  -0.63
H -4.033 -0.602 1.023  0.33
H -3.113 0.260 0.347  0.29
O -3.135 -4.534 -1.161  -0.62
H -3.618 -4.686 -0.360  0.31
H -2.299 -4.854 -1.061  0.30
O -0.093 -0.978 2.411  -0.57
H -0.237 -1.435 3.179  0.28
H -0.854 -0.735 2.029  0.30


Entry 5:
A single C4H6N2O molecule. Source: OMol25; level of theory: wB97M-V/def2-TZVPD.

Values from the calculation:
SMILES = Cc1cc(N)on1

Last column: Mulliken charge in e.
Positions of all 13 atoms, in Å:
C 2.094 0.974 0.187  -1.01
C 0.716 0.497 -0.142  0.69
C 0.015 -0.619 0.398  -0.67
C -1.231 -0.486 -0.138  0.48
N -2.424 -1.140 0.062  -0.49
O -1.272 0.566 -0.962  -0.17
N -0.031 1.204 -0.951  -0.51
H 2.318 1.876 -0.387  0.33
H 2.153 1.221 1.253  0.25
H 2.855 0.217 -0.024  0.28
H 0.361 -1.356 1.106  0.31
H -2.375 -2.146 0.119  0.25
H -3.178 -0.808 -0.522  0.26


Entry 6:
A molecular structure, C2H3NO3 in a non-equilibrium geometry. Source: OMol25; level of theory: wB97M-V/def2-TZVPD.

Last column: Mulliken charge in e.
Positions of all 9 atoms, in Å:
C 0.274 0.010 0.553  -0.21
C -0.976 -0.677 -0.105  0.69
H 2.957 1.237 -0.458  0.42
H -0.218 0.846 1.118  0.14
H -1.801 0.334 1.533  0.43
N 1.448 0.360 -0.170  -0.20
O 2.187 1.428 0.131  -0.30
O -2.078 -0.041 0.361  -0.51
O -0.968 -1.504 -0.953  -0.46


Energy above the lowest of the compared OMol25 structures with the same formula, charge and spin values, unit eV, following the record order: 5.014; 3.724; 5.484; 2.211; 1.630; 5.678.
E_HOMO values, unit eV, following the record order: -8.6727; -8.0031; -15.1056; -8.3673; -8.6167; -10.3721.